(1)
Here is a molecular structure, C21H39N7O3S2Tl in a non-equilibrium geometry from OMol25. Energies are from ωB97M-V/def2-TZVPD.

Each line ends with the Mulliken charge.
Geometry (Å):
Tl1 1.078 0.038 0.113  2.082
C1 -0.003 3.009 -0.893  -1.084
N1 1.040 2.564 0.032  0.878
C2 0.763 3.109 1.360  -1.293
C3 2.348 2.994 -0.473  -0.985
C4 3.522 2.273 0.187  -1.005
N2 3.507 0.829 -0.048  0.577
C5 4.353 0.147 0.927  -1.172
C6 3.956 0.500 -1.399  -1.163
H1 0.082 4.082 -1.091  0.439
H2 -0.980 2.808 -0.455  0.186
H3 0.094 2.465 -1.831  0.230
H4 0.846 4.200 1.356  0.421
H5 1.448 2.700 2.097  0.275
H6 -0.247 2.840 1.664  0.292
H7 2.476 4.073 -0.309  0.383
H8 2.363 2.815 -1.549  0.381
H9 3.491 2.441 1.264  0.423
H10 4.454 2.714 -0.189  0.395
H11 5.412 0.376 0.763  0.403
H12 4.202 -0.929 0.851  0.333
H13 4.076 0.460 1.929  0.268
H14 4.961 0.894 -1.591  0.366
H15 3.265 0.893 -2.139  0.278
H16 3.988 -0.581 -1.514  0.349
C7 -2.379 -1.504 -3.462  -1.265
N3 -1.604 -0.440 -2.859  0.316
C8 -2.121 0.030 -1.595  -0.426
C9 -0.327 -0.164 -3.198  0.139
O1 0.498 0.318 -2.395  -0.323
N4 0.041 -0.470 -4.479  0.098
C10 1.451 -0.544 -4.797  -0.896
C11 -0.795 -0.153 -5.622  -1.181
H17 -2.735 -2.164 -2.670  0.422
H18 -1.770 -2.085 -4.150  0.404
H19 -3.250 -1.113 -3.994  0.318
H20 -3.205 0.091 -1.650  0.483
H21 -1.734 1.015 -1.361  0.046
H22 -1.852 -0.637 -0.771  -0.137
H23 2.000 -0.907 -3.928  0.159
H24 1.857 0.429 -5.089  0.317
H25 1.582 -1.239 -5.626  0.379
H26 -1.794 0.128 -5.311  0.384
H27 -0.854 -1.005 -6.300  0.321
H28 -0.363 0.689 -6.168  0.386
N5 -4.947 -3.996 3.876  -0.499
C12 -4.307 -2.872 3.450  1.041
C13 -3.602 -2.864 2.236  -1.083
C14 -2.919 -1.736 1.832  -0.219
C15 -2.932 -0.602 2.623  -0.100
C16 -3.598 -0.597 3.836  -0.451
C17 -4.284 -1.720 4.248  -0.771
S1 -2.038 0.847 2.125  1.257
O2 -1.929 1.769 3.220  -0.590
O3 -2.536 1.364 0.877  -0.770
N6 -0.527 0.254 1.779  -0.056
C18 0.295 0.009 2.796  0.271
S2 -0.200 -0.171 4.447  0.016
C19 1.457 -0.502 4.856  -0.443
C20 2.237 -0.443 3.758  -0.931
N7 1.584 -0.151 2.593  -0.160
H29 -5.153 -4.721 3.211  0.217
H30 -5.570 -3.915 4.661  0.215
H31 -3.594 -3.751 1.619  0.324
H32 -2.363 -1.738 0.905  0.142
H33 -3.566 0.300 4.434  0.524
H34 -4.800 -1.719 5.196  0.311
H35 1.726 -0.699 5.871  0.454
H36 3.298 -0.619 3.738  0.425
C21 1.261 -2.190 -0.410  -1.538
H37 0.908 -2.711 0.470  0.477
H38 2.300 -2.409 -0.601  0.407
H39 0.659 -2.403 -1.282  0.331

Energy above the lowest of the compared OMol25 structures with the same formula, charge and spin   14.6 kcal/mol
E_HOMO   -0.3801 Ha
Total charge   +1
Spin multiplicity   1

(2)
Here is a single C21H40BIO6 molecule in a non-equilibrium geometry from OMol25. Energies are from ωB97M-V/def2-TZVPD.

Each line ends with the Mulliken charge.
Geometry (Å):
C1 -6.906 -0.903 -1.852  -1.245
C2 -6.313 0.491 -2.092  -0.398
C3 -4.811 0.450 -2.354  -0.578
C4 -4.140 1.833 -2.363  -0.871
C5 -2.793 1.826 -1.636  -0.261
C6 -2.190 3.218 -1.481  -1.024
C7 -1.032 3.272 -0.475  -0.490
C8 0.314 2.935 -1.112  -0.971
C9 1.440 2.744 -0.081  -0.609
C10 2.538 1.744 -0.490  -1.299
C11 3.058 0.875 0.671  -1.068
C12 2.401 -0.506 0.838  0.977
O1 3.245 -1.535 0.475  -0.372
C13 3.751 -1.484 -0.870  -0.139
C14 4.171 -2.891 -1.276  -0.549
C15 3.068 -3.652 -2.010  -1.090
O2 1.156 -0.504 0.084  -0.380
C16 0.164 -0.163 0.917  0.066
O3 -0.973 0.006 0.590  -0.579
O4 0.648 -0.008 2.177  -0.450
C17 1.849 -0.810 2.254  2.152
C18 2.772 -0.276 3.374  -1.601
B1 2.123 0.959 4.140  0.531
O5 2.420 2.266 3.762  -0.580
O6 1.265 0.764 5.182  -0.515
C19 1.555 -2.312 2.493  -1.101
I1 0.329 -2.504 4.258  0.036
C20 0.956 -3.165 1.353  0.153
C21 -0.566 -3.294 1.217  -1.636
H1 -6.277 -1.671 -2.302  0.336
H2 -7.899 -0.998 -2.289  0.359
H3 -6.995 -1.129 -0.791  0.297
H4 -6.800 0.926 -2.969  0.247
H5 -6.525 1.145 -1.246  0.372
H6 -4.335 -0.166 -1.586  0.335
H7 -4.640 -0.062 -3.304  0.323
H8 -4.790 2.547 -1.850  0.349
H9 -4.003 2.161 -3.395  0.334
H10 -2.947 1.376 -0.656  0.304
H11 -2.106 1.188 -2.198  0.194
H12 -1.797 3.553 -2.446  0.296
H13 -2.978 3.916 -1.192  0.499
H14 -0.988 4.286 -0.066  0.403
H15 -1.238 2.614 0.372  0.295
H16 0.227 2.066 -1.766  0.324
H17 0.573 3.799 -1.730  0.427
H18 0.999 2.469 0.880  0.275
H19 1.920 3.707 0.093  0.698
H20 3.399 2.325 -0.826  0.531
H21 2.225 1.144 -1.341  0.464
H22 2.909 1.443 1.585  -0.095
H23 4.134 0.746 0.567  0.659
H24 4.629 -0.834 -0.876  0.334
H25 2.993 -1.089 -1.545  0.184
H26 5.064 -2.834 -1.896  0.403
H27 4.427 -3.420 -0.357  0.237
H28 2.689 -3.047 -2.834  0.298
H29 3.430 -4.591 -2.423  0.417
H30 2.233 -3.868 -1.344  0.206
H31 3.724 0.031 2.944  0.165
H32 2.995 -1.064 4.092  0.375
H33 3.369 2.399 3.679  0.312
H34 0.512 1.363 5.183  0.295
H35 2.499 -2.763 2.774  0.892
H36 1.367 -2.834 0.409  -0.425
H37 1.348 -4.173 1.506  0.724
H38 -0.795 -3.560 0.184  0.420
H39 -0.945 -4.102 1.837  0.460
H40 -1.105 -2.376 1.428  0.367

E_HOMO   -0.3388 Ha
SMILES   CCCCCCCCCCC[C@]1(OCCC)OC(=O)O[C@@]1(CB(O)O)[C@@H](I)CC
Spin multiplicity   1

(3)
Here is 5 unconnected molecules or ions with the total composition C21H40BrF3N8O8P in a non-equilibrium geometry from OMol25. Energies are from ωB97M-V/def2-TZVPD.

Each line ends with the Mulliken charge.
Geometry (Å):
N1 -2.323 1.505 -3.689  -0.230
C1 -2.258 0.312 -3.177  0.358
N2 -1.512 -0.623 -3.819  -0.265
C2 -1.116 -1.832 -3.077  -2.368
C3 -1.376 -1.729 -1.591  2.593
C4 -0.952 -3.091 -0.987  -1.690
C5 0.080 -3.042 0.108  -0.734
O1 -0.469 -2.436 1.264  0.100
C6 0.399 -2.192 2.252  0.011
O2 0.056 -2.124 3.395  -0.653
N3 -0.567 -0.651 -0.974  -0.377
C7 0.433 -0.194 -1.504  0.455
O3 1.409 0.288 -1.896  -0.518
C8 -2.854 -1.275 -1.437  0.129
P1 -3.631 -0.947 0.363  -0.438
O4 -2.302 -0.519 1.178  -0.139
Br1 -3.940 -2.957 1.210  -0.150
C9 -3.892 -2.143 -2.162  0.473
F1 -3.728 -3.436 -1.934  -0.226
F2 -5.121 -1.797 -1.787  -0.289
F3 -3.841 -1.956 -3.499  -0.268
N4 -2.978 0.070 -2.044  -0.316
H1 -1.835 1.717 -4.540  0.280
H2 -2.869 2.259 -3.300  0.299
H3 -1.963 -0.866 -4.691  0.354
H4 -1.684 -2.673 -3.439  0.693
H5 -0.086 -2.081 -3.280  0.750
H6 -0.481 -3.672 -1.766  0.602
H7 -1.791 -3.667 -0.636  0.313
H8 1.004 -2.563 -0.193  0.169
H9 0.339 -4.066 0.336  0.699
H10 1.421 -1.989 1.931  0.465
H11 -1.755 0.119 0.710  0.326
H12 -2.710 0.770 -1.358  0.511
C10 2.921 -0.059 1.491  -0.010
O5 2.164 -0.723 0.798  -0.453
N5 2.554 1.028 2.178  0.191
C11 3.489 1.781 2.997  -0.966
C12 1.169 1.460 2.105  -0.737
H13 3.984 -0.318 1.615  0.288
H14 3.166 1.788 4.038  0.341
H15 3.564 2.810 2.645  0.356
H16 4.473 1.321 2.942  0.284
H17 0.503 0.673 2.462  0.127
H18 0.899 1.693 1.072  0.181
H19 1.039 2.346 2.719  0.438
C13 -2.123 5.291 -4.231  0.128
O6 -2.310 4.118 -3.909  -0.649
N6 -1.223 6.087 -3.667  0.098
C14 -1.044 7.469 -4.088  -0.904
C15 -0.390 5.563 -2.593  -0.919
H20 -2.704 5.772 -5.028  0.280
H21 -0.027 7.626 -4.446  0.341
H22 -1.234 8.145 -3.255  0.347
H23 -1.738 7.698 -4.892  0.294
H24 0.193 4.712 -2.946  0.285
H25 -1.010 5.232 -1.761  0.281
H26 0.282 6.344 -2.253  0.372
C16 -2.321 1.388 6.290  0.118
O7 -1.778 1.790 7.298  -0.588
N7 -1.897 0.337 5.564  0.158
C17 -2.570 -0.098 4.358  -0.673
C18 -0.717 -0.387 6.011  -0.890
H27 -3.225 1.866 5.871  0.259
H28 -2.911 -1.130 4.462  0.294
H29 -1.890 -0.048 3.510  0.124
H30 -3.430 0.540 4.161  0.303
H31 -0.873 -0.793 7.010  0.352
H32 0.145 0.280 6.054  0.264
H33 -0.517 -1.202 5.318  0.348
C19 4.086 -3.848 0.762  0.031
O8 2.969 -4.332 0.777  -0.582
N8 4.791 -3.599 -0.353  0.162
C20 6.123 -3.029 -0.314  -0.984
C21 4.188 -3.914 -1.636  -0.859
H34 4.621 -3.571 1.685  0.350
H35 6.150 -2.077 -0.848  0.346
H36 6.846 -3.705 -0.772  0.376
H37 6.415 -2.859 0.720  0.310
H38 3.263 -3.350 -1.767  0.134
H39 3.948 -4.976 -1.696  0.326
H40 4.883 -3.655 -2.429  0.407

Energy above the lowest of the compared OMol25 structures with the same formula, charge and spin   0.0 kcal/mol
E_HOMO   -0.3817 Ha
Total charge   +1
Spin multiplicity   1